--- a ---
C3H3N3OS | wB97M-V/def2-TZVPD

## Properties
LUMO (Eh): -0.0525

The geometry in ORCA input format:
```
! RIJCOSX wB97M-V def2-TZVPD def2/J DEFGRID3
* xyz 0 1
N 1.147 -1.241 0.376
C 0.474 -0.129 0.631
N 0.445 0.396 1.835
N -0.353 1.389 1.881
O -0.832 1.592 0.567
C -0.363 0.559 -0.192
C -0.810 0.342 -1.487
S -1.449 1.475 -2.532
H 0.896 -1.966 -0.335
H 1.622 -1.611 1.172
H -0.778 -0.806 -1.916
*
```



--- b ---
C3H3N3OS | wB97M-V/def2-TZVPD

## Properties
LUMO (Eh): -0.0401

The geometry in ORCA input format:
```
! RIJCOSX wB97M-V def2-TZVPD def2/J DEFGRID3
* xyz 0 1
H -1.346 0.761 -1.970
N -1.593 0.687 -0.933
C -1.059 -0.124 -0.201
N -1.060 0.108 1.185
S 0.171 -1.371 -0.636
C 1.635 -0.651 -0.081
O 2.589 -1.464 0.173
C 1.893 0.834 -0.291
N 2.447 1.867 -0.183
H -1.494 -1.028 1.565
H -2.184 0.381 1.371
*
```



Most stable: a. Least stable: b.



--- a ---
C5H5NS | wB97M-V/def2-TZVPD

## Properties
LUMO (Eh): 0.0051

The geometry in ORCA input format:
```
! RIJCOSX wB97M-V def2-TZVPD def2/J DEFGRID3
* xyz 0 1
C 2.574 2.034 1.246
C 1.937 1.082 0.833
C 1.289 -0.030 0.241
C 0.754 0.102 -1.137
N -0.092 0.199 -0.028
C -1.204 -0.456 0.403
S -2.298 -1.214 -0.604
H 3.061 3.024 1.516
H 1.627 -1.013 0.694
H 0.738 -0.803 -1.739
H 1.066 0.980 -1.611
H -1.171 -0.541 1.492
*
```



--- b ---
C5H5NS | wB97M-V/def2-TZVPD

## Properties
LUMO (spin up / spin down) (Eh): -0.0332 / -0.0861

The geometry in ORCA input format:
```
! RIJCOSX wB97M-V def2-TZVPD def2/J DEFGRID3
* xyz 0 1
C 0.434 -1.504 0.323
C 2.405 -0.256 -0.152
C -0.495 -0.699 -0.104
C -2.089 1.204 0.375
C -1.384 0.315 -0.376
N 1.761 -1.199 0.357
S 1.876 1.230 -0.834
H 0.300 -2.433 0.697
H 3.417 -0.166 -0.075
H -2.505 2.072 -0.053
H -2.269 0.943 1.368
H -1.451 0.493 -1.526
*
```



--- c ---
C5H5NS | wB97M-V/def2-TZVPD

## Properties
LUMO (Eh): 0.0138

The geometry in ORCA input format:
```
! RIJCOSX wB97M-V def2-TZVPD def2/J DEFGRID3
* xyz 0 1
C -2.266 -1.224 0.593
C -1.738 -0.296 0.049
C -1.290 0.893 -0.585
C -0.255 1.675 -0.270
N 0.814 1.244 0.575
C 1.503 0.031 0.566
S 1.239 -1.183 -0.462
H -2.755 -2.090 0.991
H -1.918 1.214 -1.413
H -0.026 2.590 -0.816
H 1.193 1.982 1.154
H 2.263 0.040 1.339
*
```



Most stable: c. Least stable: b.



--- a ---
C6H15N | wB97M-V/def2-TZVPD

## Properties
LUMO (spin up / spin down) (Eh): -0.1986 / -0.3432

The geometry in ORCA input format:
```
! RIJCOSX wB97M-V def2-TZVPD def2/J DEFGRID3
* xyz 1 2
C 2.127 -1.713 -1.973
C 1.698 -0.706 -0.905
C 0.705 0.288 -1.494
C 1.100 -1.435 0.288
H 2.843 -2.429 -1.568
H 1.275 -2.296 -2.333
H 2.573 -1.208 -2.831
H 2.585 -0.157 -0.576
H 0.381 1.034 -0.758
H -0.175 -0.242 -1.874
H 1.144 0.829 -2.333
H 1.795 -2.137 0.750
H 0.783 -0.724 1.071
H 0.216 -2.019 0.012
C -2.646 0.700 0.672
C -1.476 2.118 2.198
N -1.573 1.008 1.632
H -2.212 0.379 -0.275
H -3.304 1.558 0.525
H -3.223 -0.130 1.079
H -0.706 2.291 2.950
H -2.136 2.952 1.952
*
```



--- b ---
C6H15N | wB97M-V/def2-TZVPD

## Properties
LUMO (spin up / spin down) (Eh): -0.2579 / -0.2658

The geometry in ORCA input format:
```
! RIJCOSX wB97M-V def2-TZVPD def2/J DEFGRID3
* xyz 1 2
C -1.469 0.798 -0.996
N -0.171 0.302 -1.368
C 0.897 0.853 -0.600
C 2.207 0.100 -0.673
C 2.444 -0.698 0.604
C -1.984 0.326 0.370
C -1.968 -1.209 0.542
H -2.248 0.537 -1.720
H -1.482 1.994 -0.959
H 0.318 0.627 1.529
H 0.928 1.929 -0.491
H 0.304 0.144 0.027
H 2.086 -0.561 -1.578
H 3.009 0.827 -0.915
H 1.867 -1.650 0.587
H 1.955 -0.047 1.393
H 3.467 -0.877 0.785
H -1.244 0.782 1.120
H -2.974 0.695 0.570
H -3.055 -1.629 0.666
H -1.504 -1.707 -0.314
H -1.385 -1.538 1.422
*
```



Most stable: a. Least stable: b.



--- a ---
C5H39N2O14 | wB97M-V/def2-TZVPD

## Properties
LUMO (Eh): -0.0928

The geometry in ORCA input format:
```
! RIJCOSX wB97M-V def2-TZVPD def2/J DEFGRID3
* xyz 1 1
O -0.300 0.267 1.038
C -0.434 0.407 -0.171
N 0.480 1.119 -0.860
C 0.400 1.393 -2.329
C 1.796 1.358 -2.811
C -1.460 -0.413 -0.935
N -2.006 -1.458 0.092
C -2.471 -2.643 -0.641
H 1.396 1.578 -0.365
H -0.145 0.495 -2.729
H -0.333 2.251 -2.683
H 2.033 0.309 -3.084
H 2.485 1.683 -1.969
H 2.036 1.768 -3.835
H -2.162 0.271 -1.208
H -0.948 -0.795 -1.723
H -1.230 -1.724 0.783
H -2.880 -0.994 0.535
H -3.272 -2.619 -1.247
H -2.325 -3.550 0.041
H -1.814 -2.948 -1.400
H -2.214 1.192 4.417
H -1.490 0.593 3.077
O -1.929 1.386 3.448
H 3.260 -3.327 -0.393
H 2.372 -2.455 0.296
O 2.398 -3.262 -0.255
H -5.426 -0.471 -1.072
H -4.237 0.126 -1.815
O -4.767 -0.626 -1.622
H 0.152 5.276 1.817
H 0.091 4.175 0.706
O 0.456 4.878 1.079
H -2.631 1.624 -3.619
H -3.277 2.253 -2.555
O -2.583 1.653 -2.750
H 4.180 2.324 -0.486
H 3.834 3.555 0.193
O 3.487 2.698 -0.033
H 2.527 -0.270 1.218
H 1.121 -1.037 1.365
O 2.052 -1.037 1.580
H -4.246 0.566 1.668
H -3.096 0.773 2.378
O -3.419 0.021 1.753
H 5.414 0.296 1.085
H 4.751 1.442 1.814
O 4.697 0.933 1.034
H 2.441 3.242 3.364
H 2.556 2.081 2.320
O 2.961 2.445 3.118
H 0.701 -4.381 0.619
H -0.281 -4.937 -0.557
O -0.155 -4.217 0.146
H 0.586 -1.428 3.549
H -0.090 -2.590 4.240
O -0.235 -1.830 3.656
H -0.125 -2.592 -2.585
H 1.057 -2.122 -3.335
O 0.259 -2.704 -3.361
*
```



--- b ---
C5H39N2O14 | wB97M-V/def2-TZVPD

## Properties
LUMO (Eh): -0.1017

The geometry in ORCA input format:
```
! RIJCOSX wB97M-V def2-TZVPD def2/J DEFGRID3
* xyz 1 1
N 0.330 0.868 1.763
C -0.838 1.238 1.010
C -0.746 0.517 -0.350
N -1.406 0.643 -1.534
C -3.850 0.270 -1.129
C -2.781 1.010 -1.866
C -2.960 0.741 -3.373
O 0.154 -0.361 -0.373
H 0.111 1.093 2.750
H 0.612 -0.122 1.621
H 1.131 1.270 1.408
H -0.799 2.405 0.871
H -1.828 1.380 1.540
H -1.071 -0.054 -2.183
H -3.567 -0.013 -0.059
H -4.045 -0.714 -1.500
H -4.742 0.938 -1.124
H -2.647 2.190 -1.775
H -2.112 0.209 -3.855
H -3.230 1.662 -3.951
H -3.802 -0.015 -3.645
H 3.975 2.377 -0.615
H 3.180 1.612 0.376
O 3.587 2.533 0.156
H -0.535 -1.574 3.783
H 0.619 -1.239 4.784
O 0.133 -0.937 4.084
H 4.327 -0.011 0.138
H 3.274 -0.627 1.099
O 3.531 -0.543 0.080
H -1.474 -2.319 -0.330
H -1.818 -3.190 0.985
O -1.144 -3.130 0.209
H 2.110 -1.506 2.572
H 3.449 -1.276 3.432
O 2.621 -0.879 3.087
H 0.580 -1.085 -3.520
H -0.427 -1.184 -4.797
O -0.335 -1.111 -3.831
H 1.688 -1.361 -1.397
H 2.603 -0.777 -2.400
O 1.881 -1.317 -2.299
H 2.126 3.309 -0.438
H 1.242 4.247 -1.041
O 1.230 3.459 -0.562
H -0.863 -1.345 1.841
H -1.963 -0.811 2.987
O -1.894 -1.280 2.151
H -1.302 2.193 3.978
H -0.665 3.038 2.879
O -0.349 2.340 3.576
H -1.389 -2.385 -2.756
H -2.596 -2.803 -2.139
O -1.930 -2.184 -1.997
H 0.157 -3.069 2.312
H 0.525 -2.398 0.816
O 0.574 -2.194 1.816
H 1.679 0.555 -1.500
H 1.368 1.818 -2.438
O 2.030 1.398 -1.856
*
```



Most stable: b. Least stable: a.



--- a ---
H4NO2PS | wB97M-V/def2-TZVPD

## Properties
LUMO (spin up / spin down) (Eh): 0.0172 / -0.1059

The geometry in ORCA input format:
```
! RIJCOSX wB97M-V def2-TZVPD def2/J DEFGRID3
* xyz 0 3
N -0.097 0.752 1.600
O -3.474 0.295 -1.539
O 1.280 -1.477 1.887
P -3.679 1.506 -0.725
S 1.416 -0.174 1.247
H -0.984 0.077 1.546
H -0.047 0.998 2.616
H -2.440 1.575 0.085
H 1.155 -0.550 -0.098
*
```



--- b ---
H4NO2PS | wB97M-V/def2-TZVPD

## Properties
LUMO (spin up / spin down) (Eh): 0.0209 / -0.1530

The geometry in ORCA input format:
```
! RIJCOSX wB97M-V def2-TZVPD def2/J DEFGRID3
* xyz 0 3
N 0.987 0.927 0.637
O 1.366 -1.565 0.813
O 1.059 -0.598 -1.572
P -1.522 -0.657 -0.220
S 0.704 -0.505 -0.179
H 0.850 0.582 1.544
H 1.923 1.084 0.502
H -1.425 -1.952 0.208
H -1.176 -0.930 -1.500
*
```



Most stable: a. Least stable: b.



--- a ---
C4H11O2P | wB97M-V/def2-TZVPD

## Properties
LUMO (Eh): 0.0212

The geometry in ORCA input format:
```
! RIJCOSX wB97M-V def2-TZVPD def2/J DEFGRID3
* xyz 0 1
C 0.198 -0.751 1.243
C -0.386 0.310 0.304
C 0.390 1.561 0.187
C -1.906 0.290 0.464
O -0.244 -0.504 -1.252
P 1.193 -0.976 -1.788
O 1.129 -1.299 -3.231
H 1.286 -0.501 1.509
H -0.202 -0.516 2.295
H -0.012 -1.799 0.865
H -0.182 2.351 0.669
H 0.545 1.887 -0.856
H 1.485 1.392 0.452
H -2.245 -0.714 0.492
H -2.269 0.744 1.360
H -2.427 0.647 -0.411
H 2.235 -0.056 -1.485
H 1.410 -2.063 -0.820
*
```



--- b ---
C4H11O2P | wB97M-V/def2-TZVPD

## Properties
LUMO (Eh): 0.0275

The geometry in ORCA input format:
```
! RIJCOSX wB97M-V def2-TZVPD def2/J DEFGRID3
* xyz 0 1
C -1.858 -0.128 -0.907
P -0.427 0.337 0.166
O -0.219 -1.271 0.581
C -1.410 0.937 1.723
O -2.344 1.964 1.543
H -2.728 0.506 -0.871
H -1.524 0.116 -1.883
H -2.146 -1.253 -0.785
H 0.450 -1.575 1.207
H -1.900 0.073 1.993
H -0.751 1.216 2.609
H -2.495 2.047 0.619
C 3.137 0.095 -0.790
C 2.682 -1.031 -1.303
H 3.185 1.127 -1.205
H 3.309 0.080 0.354
H 2.210 -1.297 -2.302
H 2.829 -1.942 -0.748
*
```



Most stable: a. Least stable: b.